{
  "formula": "C47H40Br2FI2N5O6SiSr",
  "method": "ωB97M-V/def2-TZVPD",
  "species": ["H", "I", "H", "H", "C", "H", "C", "O", "H", "H", "C", "N", "C", "C", "C", "C", "H", "C", "H", "O", "C", "H", "O", "O", "I", "H", "C", "H", "H", "N", "H", "C", "H", "C", "C", "H", "C", "O", "C", "C", "C", "C", "H", "C", "C", "C", "F", "H", "H", "N", "C", "C", "C", "C", "C", "H", "H", "C", "H", "H", "H", "C", "C", "C", "H", "C", "H", "Si", "C", "O", "N", "H", "Br", "C", "H", "C", "H", "H", "C", "C", "H", "H", "C", "C", "C", "H", "C", "H", "H", "C", "Sr", "C", "C", "C", "Br", "H", "H", "H", "N", "C", "H", "H", "C", "H", "C"],
  "coordinates": [[-0.8370, 0.4669, 1.4870], [-0.5362, 6.0619, -4.1863], [5.2112, 0.3872, -3.5468], [-3.2758, 2.7905, 0.1397], [-2.2751, 1.5043, -5.0807], [0.9964, -7.2498, -0.3191], [3.4269, -5.7811, 2.5437], [0.8068, -2.1156, -2.7804], [-6.9400, 0.0981, -1.4597], [-3.6400, -3.8152, 2.0945], [-4.9206, -1.0551, 1.0141], [2.3374, 1.7816, -2.5739], [-2.0415, 0.2122, -4.6103], [4.3913, 1.0908, -3.5520], [-0.5165, -2.7738, 2.2302], [-3.6248, -0.6035, 0.6261], [5.1247, 2.2299, -5.1932], [1.0459, 4.7274, -4.2691], [-2.3272, -1.3978, 5.0100], [2.5131, -0.0983, 0.4895], [4.2593, -3.6156, 3.4857], [-2.8135, 3.0610, -2.1229], [0.1125, 3.3624, -2.6173], [0.4332, -0.3493, -1.4841], [4.5624, 4.5211, -6.7678], [-4.2403, -2.9044, 3.4553], [-1.8336, -0.9155, 4.1735], [-0.1621, 1.5027, 2.5607], [1.2280, -3.9344, -1.3374], [-1.4332, 3.5230, 0.5660], [4.7096, -4.1517, 4.3066], [3.1322, 4.1170, -5.3214], [-0.6055, -3.3676, 1.3301], [3.5766, -4.2912, 2.4983], [2.4211, -1.3210, 0.4022], [-1.8983, -1.0343, -2.8584], [3.0840, -2.1536, 1.4382], [-2.4926, 0.6984, -1.0231], [1.5155, 5.1729, 1.9714], [-3.3382, -3.2584, 2.9715], [0.9224, -1.4656, -1.7491], [-2.4423, 0.9730, -2.3867], [-2.6908, 3.5397, -4.5486], [-1.2010, 4.9133, 2.5419], [-2.5659, 2.5235, -4.1957], [2.0600, 4.9498, -5.2066], [5.0536, -1.6135, 4.4506], [-2.1923, 1.7185, -6.1378], [0.1205, -5.7338, -0.0950], [-0.0229, 1.0689, 1.6514], [-2.6472, 2.2639, -2.8293], [2.9890, -3.5459, 1.4532], [3.3574, 0.9769, -2.6064], [-4.8179, 0.3948, -1.3040], [-3.6791, 0.1528, -0.5876], [3.3733, 0.2113, -1.8498], [-0.2514, -3.4204, 3.0623], [-0.6620, 4.2620, 1.4171], [-0.7769, -0.8334, 4.4137], [-3.0374, 5.2170, 3.6491], [-4.3864, 3.8354, 2.0939], [4.3360, 2.1042, -4.4557], [2.1838, -6.1999, 1.7909], [-3.3311, 3.9962, 1.9296], [-4.7539, 0.9755, -2.2237], [2.2478, 2.7858, -3.4854], [2.0961, -7.2883, 1.7519], [-2.1179, -1.8652, 2.5586], [3.7822, -1.4865, 2.4547], [1.3153, 3.6954, 0.1815], [-2.4876, -0.8459, 1.2776], [3.8361, -0.4095, 2.4282], [-1.0640, 6.6069, 4.8866], [1.0339, 3.6343, -3.4058], [-1.7613, -0.5768, -5.2931], [1.7361, -3.4213, -0.5401], [3.1684, -6.0045, -0.0985], [-7.0126, -1.2144, 0.6788], [-2.5860, 4.7449, 2.7789], [3.2534, 3.0054, -4.4415], [1.1378, -5.9698, -1.5075], [1.2876, -5.8086, 2.2806], [2.2305, -5.6559, 0.3692], [1.0521, -6.1686, -0.4454], [0.7927, 4.3345, 1.1204], [-2.8350, -3.9394, 3.6610], [-2.1240, -0.0629, -3.2592], [-2.2265, 0.0910, 4.0771], [4.3019, -6.2598, 2.0868], [-2.7036, 3.4034, 0.8154], [0.3105, 1.8207, -0.8152], [-6.0494, -0.0932, -0.8828], [-6.0773, -0.8206, 0.2986], [-0.3620, 5.7015, 3.3638], [3.3726, 5.3915, 1.6604], [1.9759, 5.8082, -5.8593], [1.6004, 6.4423, 3.6891], [-4.9929, -1.6145, 1.9269], [2.2799, -4.1799, 0.4359], [1.7275, -2.0627, -0.6110], [0.2816, -2.0650, 2.0762], [0.7911, 0.4675, 1.7184], [0.9605, 5.8312, 3.0687], [3.3949, -6.1084, 3.5862], [4.3597, -2.2288, 3.4453]],
  "e_tot_ev": -236851.174,
  "fmax_ev_per_a": 1.093,
  "homo_ev": -1.72,
  "charge": -2,
  "molar_mass_da": 1319.19,
  "e_lumo_ev": 3.3,
  "spin_multiplicity": 1,
  "relative_energy_ev": 0.679
}